Record 1
Formula: C5H6F2
Source: OMol25
Level of theory: ωB97M-V with the def2-TZVPD basis set

Geometry as XYZ:
```
13
Properties=species:S:1:pos:R:3:forces:R:3
F -2.31148 0.80604 -0.07574 -0.1424 -0.0441 -0.2031
F -2.77864 -0.46226 1.49131 0.0649 -0.0776 -0.1414
C -2.26495 -0.45829 0.26614 -1.8315 0.3520 0.0280
C 0.93229 2.05480 -0.47726 -0.6457 -1.9231 -0.8412
C 0.22830 -0.32070 0.37634 -0.8467 0.4281 -0.2358
C 0.62790 0.85398 -0.01020 -0.6526 1.4152 0.3900
C 0.93964 -1.51814 -0.06721 -1.4163 -1.7762 -2.0316
H 0.91822 -1.47363 -1.19868 0.1387 -0.4857 1.1267
H 1.48038 2.76802 0.08675 0.3480 0.5436 0.3120
H 0.43692 -2.49381 0.23744 1.0305 1.2911 -0.1112
H 0.68519 2.23360 -1.54628 0.1658 0.1852 0.9033
H -0.81949 -0.62707 0.69375 1.8333 0.8346 0.2330
H 1.92573 -1.36252 0.22364 1.9539 -0.7431 0.5714
```
Positions in Å, forces in eV/Å.

Properties
LUMO   -0.10 eV
E   -393.65224 Eh
Energy above the lowest of the compared OMol25 structures with the same formula, charge and spin   392.6 kJ/mol
M   104.1 u
Largest force on an atom   3.048 eV Å⁻¹
Spin multiplicity   1

Results of the Löwdin charge analysis, in e, for atoms 1 through 4: atom 1 (F): 0.06, atom 2 (F): 0.05, atom 3 (C): -0.12, atom 4 (C): 0.03



Record 2
Formula: CH2O2S3
Source: OMol25
Level of theory: ωB97M-V with the def2-TZVPD basis set

Geometry as XYZ:
```
8
Properties=species:S:1:pos:R:3:forces:R:3
S -1.31114 -1.84414 -0.33017 -0.4352 -0.4114 -0.3391
S -1.41862 1.08497 0.15069 1.7651 1.1033 -0.4418
S 2.82426 -0.24036 -0.18088 -1.0898 1.5121 -0.0718
O 1.53325 0.07530 -0.73936 0.5101 -1.1403 -0.4183
O 3.37597 0.89889 0.48356 0.9864 -0.4515 0.3878
C -2.08709 -0.49478 0.08687 2.4194 0.0044 0.5522
H 0.01547 0.97683 -0.19445 -2.6721 -0.3375 0.3218
H -2.93210 -0.45671 0.72373 -1.4838 -0.2789 0.0092
```
Positions in Å, forces in eV/Å.

Properties
LUMO   -1.74 eV
E   -1384.28500 Eh
Energy above the lowest of the compared OMol25 structures with the same formula, charge and spin   86.2 kJ/mol
M   142.2 u
Largest force on an atom   2.713 eV Å⁻¹
Spin multiplicity   1

Results of the Löwdin charge analysis, in e, for atoms 1 through 4: atom 1 (S): 0.58, atom 2 (S): 0.69, atom 3 (S): 0.92, atom 4 (O): -0.51



Record 3
Formula: C6H8O2
Source: OMol25
Level of theory: ωB97M-V with the def2-TZVPD basis set

Geometry as XYZ:
```
16
Properties=species:S:1:pos:R:3:forces:R:3
O 1.12244 0.57090 -1.27326 0.8855 -0.6533 -1.3767
O -1.85873 -0.51538 -0.14595 -4.2112 1.7761 -6.3437
C -0.02378 -0.36768 1.80114 -0.6459 -0.2891 -3.8181
C 0.43024 0.73364 0.82258 0.2800 1.5711 2.8565
C 0.93483 -0.62300 0.64198 2.0672 -0.6261 0.2290
C -0.02099 1.04148 -0.57156 1.5580 6.0081 0.2431
C 0.67376 -0.74106 -0.83587 -3.1434 1.7751 0.6065
C -0.81567 -0.02812 -1.01192 -0.1932 -4.7376 -1.1207
H 1.10256 1.43503 1.32395 -0.2691 0.0458 -0.5197
H -2.89790 -0.24905 -1.18829 3.3937 -1.2506 4.5038
H -0.14804 2.11821 -0.96091 -0.4108 -1.3093 1.3066
H 0.41393 -0.26336 2.76776 -0.2573 -0.4427 0.5296
H 1.97919 -0.74873 0.77647 0.8745 -0.2884 0.7379
H 0.99440 -1.49933 -1.46113 0.6931 -1.7304 -0.8612
H -0.96634 0.01029 -2.12249 -0.3890 -0.1737 1.1406
H -0.91990 -0.87383 1.43751 -0.2320 0.3251 1.8865
```
Positions in Å, forces in eV/Å.

Properties
LUMO   -0.83 eV
E   -383.63897 Eh
Energy above the lowest of the compared OMol25 structures with the same formula, charge and spin   711.9 kJ/mol
M   112.1 u
Largest force on an atom   7.819 eV Å⁻¹
Spin multiplicity   1

Results of the Löwdin charge analysis, in e, for atoms 1 through 4: atom 1 (O): -0.04, atom 2 (O): -0.13, atom 3 (C): 0.02, atom 4 (C): -0.18



Record 4
Formula: C6H10IN
Source: OMol25
Level of theory: ωB97M-V with the def2-TZVPD basis set

Geometry as XYZ:
```
18
Properties=species:S:1:pos:R:3:forces:R:3
I -3.23909 0.39206 -0.47225 0.6539 -0.0629 0.1461
N -1.38606 -0.24714 0.30506 0.9338 3.3218 -2.3379
C -0.98736 -2.60238 0.93085 -1.1390 -1.1699 -0.9009
C 1.02426 0.61061 0.36996 0.3188 -1.2215 2.4984
C 0.32402 -0.59375 -1.77782 -1.8681 -1.5636 2.1836
C 0.73661 1.77320 1.39224 -2.3413 0.3472 -1.3702
C -0.00295 0.34206 -0.63091 -4.3940 1.1002 -0.7997
C -1.36227 -1.52481 0.47285 1.4678 -2.5081 1.5035
H 0.45704 -1.67151 -1.48733 -0.1855 1.0397 -0.0290
H 0.86519 2.77819 0.87789 -0.7982 -1.0966 0.2640
H -1.00836 -3.70637 0.89552 0.3336 1.3287 0.1891
H 1.99834 0.74506 -0.12372 -0.2192 -0.0417 0.2089
H 1.02480 -0.40600 0.91409 0.6741 1.4267 -0.3100
H 1.22722 -0.21819 -2.04139 2.9783 0.8001 -1.5435
H -0.34194 1.67333 1.91801 2.6190 0.2708 -1.3559
H -0.44886 1.31445 -1.07414 0.5487 -1.4924 0.7977
H -0.38064 -0.51824 -2.58064 -0.4009 0.0380 -0.3754
H 1.50004 1.85943 2.11172 0.8182 -0.5162 1.2313
```
Positions in Å, forces in eV/Å.

Properties
LUMO   -0.51 eV
E   -586.90727 Eh
Energy above the lowest of the compared OMol25 structures with the same formula, charge and spin   333.8 kJ/mol
M   223.1 u
Largest force on an atom   4.600 eV Å⁻¹
Spin multiplicity   1

Results of the Löwdin charge analysis, in e, for atoms 1 through 4: atom 1 (I): 0.77, atom 2 (N): -0.46, atom 3 (C): 0.09, atom 4 (C): -0.26



Record 5
Formula: C15H31NO2P2Pb
Source: OMol25
Level of theory: ωB97M-V with the def2-TZVPD basis set

Geometry as XYZ:
```
52
Properties=species:S:1:pos:R:3:forces:R:3
Pb 0.23911 0.92302 4.19027 2.3815 0.6469 1.7762
P -1.58447 -0.10201 -2.64106 -0.8490 -0.1515 -2.3065
P 1.41654 -1.19561 -2.48017 0.7857 -0.6521 -2.1412
O 2.28900 0.92032 7.65303 -2.2352 -0.3691 -4.3079
O 1.87139 -0.06001 5.71606 -0.9676 0.8819 -0.0456
N 1.63681 0.93615 6.58699 1.9795 -0.1953 3.0847
C 1.75335 0.48545 2.08523 0.0460 -1.6972 0.7774
C -2.44738 1.44907 -3.12325 0.3544 0.4756 0.8867
C 0.04372 2.30322 1.16048 1.1693 0.3729 -0.5290
C 1.28324 -0.77223 2.44944 1.3677 1.0046 -0.5134
C 0.46742 -1.43330 -4.05975 -0.7129 0.0999 0.2229
C -1.12229 1.85771 1.95318 -0.9586 -1.5733 0.4803
C 2.81284 -0.17635 -3.11844 -0.1639 0.6988 0.8157
C -1.06282 -0.58030 1.25607 0.4831 -1.4843 -1.1096
C -0.66751 -0.41840 -4.22563 0.7327 -0.0129 0.2287
C 0.13602 -1.45417 1.80657 -1.0738 -0.3740 -0.1702
C 1.24250 1.29761 0.95211 -0.0244 0.6306 -1.0617
C -1.58052 0.56398 2.02696 0.3068 1.7624 0.8693
C -1.36007 1.71341 5.44223 -0.7911 -0.2001 0.7953
C -2.98431 -1.27898 -2.86484 0.1865 -0.3849 1.0391
C 2.26826 -2.82516 -2.41999 -0.3336 -0.1335 0.9841
H 2.63457 0.89707 2.61180 -0.4614 -0.4372 -0.1710
H 1.01070 0.65266 0.09996 -0.0236 -0.1086 0.2091
H -0.95643 2.70575 5.63000 -0.0928 -0.0032 0.1924
H 2.44463 0.83457 -3.34373 0.2603 -0.2259 -0.0120
H 0.07656 -2.45964 -4.03892 0.0333 0.2107 -0.0225
H -0.27131 -2.21551 2.49014 0.1391 0.2925 -0.0289
H -0.79504 -0.27315 0.23931 -0.1314 0.0742 0.2002
H -0.27964 0.55287 -4.56112 -0.0293 -0.2017 0.0444
H 3.00478 -2.80238 -1.60032 -0.1808 -0.1738 -0.3636
H -2.97235 1.33555 -4.08716 0.2715 -0.1433 0.3894
H 2.77386 -3.05190 -3.37412 -0.2602 0.2710 0.3191
H -2.61221 -2.30550 -2.73854 -0.2643 0.2097 -0.0799
H 3.25159 -0.62695 -4.02210 -0.2726 0.0039 0.3565
H -3.44370 -1.16451 -3.85883 0.2886 0.1273 0.3272
H -3.16802 1.70650 -2.32983 0.1736 0.0373 -0.4082
H 0.52475 -2.06400 0.97234 -0.1369 0.2101 0.0747
H -1.39694 -0.76578 -4.96772 0.0661 0.1516 0.1456
H -3.73255 -1.07819 -2.08321 0.1248 -0.1927 -0.3083
H -1.89027 -1.29972 1.13451 0.2555 0.2565 -0.0177
H 0.47952 3.21042 1.60026 -0.2983 -0.1133 0.0842
H -1.29059 1.03526 6.28712 -0.2531 0.2744 0.3150
H 1.18076 -1.36023 -4.88998 -0.0691 -0.0931 0.1869
H -1.59894 2.63815 2.57181 0.0499 -0.4940 -0.3628
H 1.51592 -3.59925 -2.19963 0.3972 0.1308 -0.0922
H 2.10246 1.90351 0.61345 -0.4403 -0.0838 0.1171
H -1.69630 2.25197 -3.19525 -0.4029 -0.1519 -0.0435
H 1.83788 -1.36567 3.20413 -0.2369 0.5883 -0.3458
H 3.57732 -0.10408 -2.33003 -0.1322 0.0699 -0.3508
H -2.37869 0.32194 2.74172 0.0645 0.3291 -0.3372
H -2.30442 1.70137 4.91980 -0.2001 0.0084 -0.0274
H -0.27875 2.63539 0.15864 0.0788 -0.1688 0.2346
```
Positions in Å, forces in eV/Å.

Properties
LUMO (spin up / spin down)   -7.73 / -9.63 eV
Charge   +2
E   -1670.07088 Eh
Energy above the lowest of the compared OMol25 structures with the same formula, charge and spin   162.3 kJ/mol
M   526.6 u
Largest force on an atom   4.867 eV Å⁻¹
Spin multiplicity   1

Results of the Löwdin charge analysis, in e, for atoms 1 through 4: atom 1 (Pb): 1.63, atom 2 (P): 0.94, atom 3 (P): 0.93, atom 4 (O): 0.00



Record 6
Formula: C30H43BrN2P2PtS
Source: OMol25
Level of theory: ωB97M-V with the def2-TZVPD basis set

Geometry as XYZ:
```
80
Properties=species:S:1:pos:R:3:forces:R:3
Pt -0.33836 0.01024 0.64883 -0.4348 -0.3627 -0.7595
Br -6.83784 3.16451 2.18511 2.0409 -0.2062 -0.9937
S -1.34282 -0.40382 2.78184 0.3353 0.1814 -0.9083
P -1.50862 -1.37269 -1.06811 -0.5361 -0.3023 -0.4382
P 1.85972 -0.37629 -0.08773 2.6930 -0.5674 -0.5992
N -0.19773 -1.71284 4.70370 0.3207 0.4323 0.4456
N 2.73425 4.47515 -2.27237 0.1579 0.1925 -0.1214
C -3.12578 -0.81089 -3.40319 -0.1752 -0.2765 -0.3336
C -3.50989 1.12220 0.91111 -0.8025 -0.2367 0.6220
C 3.07747 0.70364 0.76163 -0.5340 0.4652 0.2993
C -0.20993 2.28441 -0.31711 -2.6195 0.5051 0.7360
C -4.77286 1.43220 1.38821 1.5433 -1.2917 -0.5683
C 1.67391 3.81874 -0.23858 -0.0518 0.0952 0.0035
C -2.54976 -2.54743 -0.12142 0.1236 -0.0567 0.4833
C 2.18900 -0.08922 -1.88539 -1.0482 -0.0532 -0.2039
C 0.69885 3.11084 -0.98299 1.3749 -0.3361 -0.3385
C -1.30626 1.87421 0.19797 3.0913 -0.4586 -1.0724
C 1.81711 3.82969 -2.99490 -0.5519 -0.2119 0.3241
C 3.58571 0.31403 -2.35734 0.4758 0.1281 -0.0048
C -3.90302 -2.93129 -0.71564 -0.3954 -0.1432 -0.2636
C -3.07656 3.48036 0.40983 -0.3616 0.5119 0.1681
C -0.48702 -2.35246 -2.22976 0.6297 0.2623 0.0249
C 2.44086 -2.10355 0.22312 -0.6907 -0.0721 0.5646
C 1.04551 0.22429 4.09121 -0.5518 -0.3878 -0.0305
C -1.14154 -3.58596 -2.84820 -0.4207 -0.3769 -0.1280
C 4.54889 0.28304 0.80697 0.4356 -0.1259 -0.0130
C 1.86601 0.01174 5.19485 -0.0313 -0.4475 0.3020
C -2.64903 2.14326 0.49029 -0.9379 0.1909 0.3537
C -4.33589 3.80939 0.86769 0.8716 0.4794 -0.4424
C -0.04441 -0.62065 3.87868 0.5550 -0.6967 1.1551
C -2.56255 -0.26831 -2.09069 0.0343 0.4526 0.2193
C 0.57104 -1.93047 5.81042 -0.5138 0.3260 -0.8747
C -5.10751 2.77327 1.39535 -3.5373 1.0064 1.2555
C 3.62596 -2.66390 -0.56762 0.3714 -0.0145 -0.2739
C 0.77141 3.11709 -2.40116 0.1547 0.0416 0.1002
C 1.60706 -1.04269 6.08261 -0.2477 -0.1632 -0.1915
C 2.66204 4.50828 -0.94142 -0.4420 -0.1765 0.2547
H 3.89424 1.30145 -1.99033 -0.0825 -0.2586 0.0039
H -2.33838 -1.07523 -4.11502 -0.0959 -0.0037 0.1420
H -3.81852 -3.49656 -1.65190 0.0577 0.2167 0.2243
H 2.19017 -1.19649 6.98427 0.0469 0.0720 -0.1548
H -4.71443 4.82475 0.83425 0.0621 -0.0549 0.0738
H 2.70341 0.66850 5.39685 -0.0487 0.0521 -0.0304
H -4.44137 -3.57683 -0.01067 0.1997 0.1384 -0.0890
H -3.73589 -0.03789 -3.88545 0.1661 -0.0643 0.1750
H -2.00105 -3.34010 -3.48238 0.1996 -0.0029 0.2241
H -5.43058 0.65026 1.73345 -0.1878 0.1049 0.1204
H 3.45311 -2.69983 -1.65086 -0.0280 0.0586 0.2730
H -3.14748 0.09636 0.92258 -0.3049 0.2322 -0.0638
H 1.65549 3.80572 0.85587 0.0003 0.0940 -0.4356
H 0.29281 -2.79773 6.41208 0.2379 0.2869 -0.0936
H -3.78088 -1.67702 -3.26162 0.2124 0.1577 0.0147
H -2.36213 4.21290 0.03735 -0.4141 0.0763 0.0769
H -2.69339 -2.09805 0.87205 -0.0178 -0.1613 -0.1745
H -1.46492 -4.30711 -2.09092 0.0526 0.1124 -0.1154
H 2.98096 1.67904 0.26191 0.0176 -0.1784 0.1592
H 4.56655 -2.12993 -0.38070 -0.3837 -0.1065 -0.0812
H 0.41967 -2.64681 -1.68014 -0.2280 -0.0048 -0.1580
H -4.54065 -2.05799 -0.89246 0.1263 -0.1132 -0.0229
H 1.89287 -1.02184 -2.38340 0.0091 0.2095 0.1022
H 1.89442 3.86161 -4.08476 0.1547 0.0809 0.3460
H 1.47096 0.68109 -2.20112 0.1335 -0.2210 -0.0626
H 1.17581 1.03625 3.38862 0.0862 0.1470 0.2650
H -0.99632 -2.32508 4.49277 0.4683 0.1499 0.3200
H 2.70990 0.84416 1.78904 0.1128 0.0136 -0.1942
H -1.93722 0.61200 -2.29793 -0.0651 -0.1216 -0.0070
H 4.70944 -0.66342 1.33806 -0.1049 0.2416 -0.1192
H -1.93928 -3.44698 0.04956 -0.0188 0.2339 -0.0419
H 3.55971 0.38350 -3.45266 -0.0855 -0.0182 0.2272
H 3.78302 -3.69778 -0.23528 -0.0824 0.2113 -0.0760
H 4.36544 -0.41973 -2.11524 -0.3316 0.2227 -0.0180
H -0.15617 -1.67199 -3.02761 -0.0948 -0.0093 0.2169
H 3.40430 5.09111 -0.38904 -0.0995 -0.1696 -0.3704
H 1.56568 -2.75579 0.08719 0.2112 0.0566 0.1210
H 5.09603 1.05892 1.35747 -0.1314 -0.1760 -0.0778
H -3.38025 0.09772 -1.45537 0.1641 -0.1518 -0.0596
H 2.67603 -2.11981 1.29704 -0.1171 -0.0667 -0.1141
H 0.05136 2.56426 -3.00798 0.1822 0.2287 0.1807
H -0.42053 -4.10307 -3.49194 -0.0369 0.1830 0.1836
H 5.02066 0.21541 -0.18140 -0.2670 -0.0051 0.3574
```
Positions in Å, forces in eV/Å.

Properties
LUMO (spin up / spin down)   -11.62 / -15.06 eV
Charge   +4
E   -5051.07564 Eh
Energy above the lowest of the compared OMol25 structures with the same formula, charge and spin   0.0 kJ/mol
M   800.7 u
Largest force on an atom   3.886 eV Å⁻¹
Spin multiplicity   5

Results of the Löwdin charge analysis, in e, for atoms 1 through 4: atom 1 (Pt): 0.71, atom 2 (Br): 1.11, atom 3 (S): 0.79, atom 4 (P): 0.92



Q: Which of these has the highest M?
A: C30H43BrN2P2PtS



Q: largest force on an atom of number 2 (CH2O2S3)?
A: 2.713 eV Å⁻¹



Repeat the fourth record exactly.
Formula: C6H10IN
Source: OMol25
Level of theory: ωB97M-V with the def2-TZVPD basis set

Geometry as XYZ:
```
18
Properties=species:S:1:pos:R:3:forces:R:3
I -3.23909 0.39206 -0.47225 0.6539 -0.0629 0.1461
N -1.38606 -0.24714 0.30506 0.9338 3.3218 -2.3379
C -0.98736 -2.60238 0.93085 -1.1390 -1.1699 -0.9009
C 1.02426 0.61061 0.36996 0.3188 -1.2215 2.4984
C 0.32402 -0.59375 -1.77782 -1.8681 -1.5636 2.1836
C 0.73661 1.77320 1.39224 -2.3413 0.3472 -1.3702
C -0.00295 0.34206 -0.63091 -4.3940 1.1002 -0.7997
C -1.36227 -1.52481 0.47285 1.4678 -2.5081 1.5035
H 0.45704 -1.67151 -1.48733 -0.1855 1.0397 -0.0290
H 0.86519 2.77819 0.87789 -0.7982 -1.0966 0.2640
H -1.00836 -3.70637 0.89552 0.3336 1.3287 0.1891
H 1.99834 0.74506 -0.12372 -0.2192 -0.0417 0.2089
H 1.02480 -0.40600 0.91409 0.6741 1.4267 -0.3100
H 1.22722 -0.21819 -2.04139 2.9783 0.8001 -1.5435
H -0.34194 1.67333 1.91801 2.6190 0.2708 -1.3559
H -0.44886 1.31445 -1.07414 0.5487 -1.4924 0.7977
H -0.38064 -0.51824 -2.58064 -0.4009 0.0380 -0.3754
H 1.50004 1.85943 2.11172 0.8182 -0.5162 1.2313
```
Positions in Å, forces in eV/Å.

Properties
LUMO   -0.51 eV
E   -586.90727 Eh
Energy above the lowest of the compared OMol25 structures with the same formula, charge and spin   333.8 kJ/mol
M   223.1 u
Largest force on an atom   4.600 eV Å⁻¹
Spin multiplicity   1

Results of the Löwdin charge analysis, in e, for atoms 1 through 4: atom 1 (I): 0.77, atom 2 (N): -0.46, atom 3 (C): 0.09, atom 4 (C): -0.26



Q: The highest E belongs to which entry?
A: C6H8O2